# 1
{"formula": "CHCl3", "method": "the ωB97M-V functional and the def2-TZVPD basis", "symbols": ["Cl", "C", "Cl", "Cl", "H"], "coordinates": [[1.53258, -0.76364, -0.30026], [-0.05598, -0.08933, 0.12181], [-1.21254, -0.25438, -1.22565], [0.22423, 1.64038, 0.39525], [-0.48829, -0.53304, 1.00886]], "e_homo_ev": -11.08, "spin_multiplicity": 1, "smiles": "ClC(Cl)Cl", "lumo_energy_ev": 0.7, "charge": 0}

---

# 2
{"formula": "CHCl3CoI", "method": "the ωB97M-V functional and the def2-TZVPD basis", "symbols": ["Co", "I", "C", "Cl", "Cl", "Cl", "H"], "coordinates": [[-3.99104, 2.62309, 1.22237], [-1.31117, 1.68226, 1.53210], [1.00786, -0.84704, -0.47987], [1.10602, -2.52596, -0.20402], [0.12417, -0.41453, -1.95149], [2.62126, -0.09820, -0.46759], [0.44289, -0.41960, 0.34851]], "e_homo_ev": [-13.36, -13.36], "spin_multiplicity": 4, "lumo_energy_ev": [-7.9, -8.7], "charge": 1}

---

# 3
{"formula": "CHCl3OS", "method": "the ωB97M-V functional and the def2-TZVPD basis", "symbols": ["Cl", "S", "Cl", "O", "C", "Cl", "H"], "coordinates": [[-0.18166, -2.66148, 2.83780], [-0.42419, -0.71291, 2.44281], [-2.21797, -0.52307, 1.71036], [-0.74735, -0.05796, -0.75235], [-0.01212, 0.82562, -1.04196], [-0.26022, 2.41236, -0.37707], [0.73244, 0.63113, -1.70858]], "e_homo_ev": -8.96, "spin_multiplicity": 1, "smiles": "ClSCl.O=CCl", "lumo_energy_ev": 0.0, "charge": 0}

---

# 4
{"formula": "CHCl3OS", "method": "the ωB97M-V functional and the def2-TZVPD basis", "symbols": ["C", "O", "S", "Cl", "Cl", "Cl", "H"], "coordinates": [[-1.51279, -0.49820, -0.51075], [-2.20163, -0.78937, 0.47785], [2.65431, 0.39031, 0.78643], [-0.78407, -1.84045, -1.44136], [2.32252, 2.19167, -0.12140], [0.91113, 0.01083, 1.76069], [-1.38946, 0.53520, -0.95146]], "e_homo_ev": [-7.11, -9.48], "spin_multiplicity": 3, "lumo_energy_ev": [-0.6, -3.5], "charge": 0}

---

Please write out number 4 again, unchanged.
{"formula": "CHCl3OS", "method": "the ωB97M-V functional and the def2-TZVPD basis", "symbols": ["C", "O", "S", "Cl", "Cl", "Cl", "H"], "coordinates": [[-1.51279, -0.49820, -0.51075], [-2.20163, -0.78937, 0.47785], [2.65431, 0.39031, 0.78643], [-0.78407, -1.84045, -1.44136], [2.32252, 2.19167, -0.12140], [0.91113, 0.01083, 1.76069], [-1.38946, 0.53520, -0.95146]], "e_homo_ev": [-7.11, -9.48], "spin_multiplicity": 3, "lumo_energy_ev": [-0.6, -3.5], "charge": 0}